(1)
{
  "formula": "C41H41N5OTeV",
  "method": "ωB97M-V/def2-TZVPD",
  "species": ["V", "C", "N", "C", "C", "C", "C", "C", "C", "N", "C", "C", "C", "C", "C", "C", "N", "C", "C", "C", "C", "C", "N", "H", "H", "H", "H", "H", "H", "H", "H", "H", "H", "H", "H", "H", "H", "H", "H", "H", "H", "C", "C", "C", "C", "C", "C", "Te", "N", "C", "O", "C", "C", "C", "C", "C", "C", "C", "C", "C", "C", "C", "C", "C", "C", "C", "C", "H", "H", "H", "H", "H", "H", "H", "H", "H", "H", "H", "H", "H", "H", "H", "H", "H", "H", "H", "H", "H", "H", "H"],
  "coordinates": [[-1.706, 1.086, -0.351], [-3.423, 3.482, 0.565], [-2.014, 3.023, 0.732], [-1.119, 3.982, 0.129], [0.151, 3.438, -0.440], [1.223, 4.301, -0.686], [2.500, 3.914, -0.991], [2.994, 2.615, -1.388], [0.757, 1.575, -1.987], [0.025, 2.142, -0.844], [-1.727, 2.695, 2.150], [-2.491, 1.460, 2.492], [-2.805, 1.129, 3.811], [-3.582, -0.018, 4.045], [-4.060, -0.688, 2.930], [-3.632, -0.337, 1.651], [-2.854, 0.729, 1.403], [-3.916, 3.136, -0.789], [-4.914, 3.875, -1.356], [-5.391, 3.403, -2.585], [-4.935, 2.222, -3.113], [-3.899, 1.557, -2.476], [-3.360, 2.046, -1.344], [-3.483, 4.536, 0.835], [-4.031, 2.998, 1.320], [-0.925, 4.801, 0.832], [-1.633, 4.380, -0.710], [1.066, 5.292, -0.244], [3.256, 4.671, -0.816], [4.061, 2.547, -1.392], [0.373, 0.575, -2.020], [-1.983, 3.550, 2.845], [-0.623, 2.517, 2.200], [-2.405, 1.799, 4.569], [-3.866, -0.423, 4.995], [-4.636, -1.622, 3.022], [-3.888, -0.976, 0.818], [-5.351, 4.713, -0.863], [-6.185, 3.951, -3.121], [-5.299, 1.759, -4.045], [-3.463, 0.642, -2.880], [5.609, -4.483, 3.331], [4.560, -3.574, 2.796], [4.426, -2.288, 3.296], [3.422, -1.419, 2.842], [3.532, -0.016, 3.326], [2.475, -1.868, 1.919], [1.304, -0.208, 1.262], [-0.518, -0.549, 0.403], [-1.370, -1.324, -0.211], [-2.198, -0.663, -1.009], [-1.494, -2.807, -0.297], [-1.653, -3.651, 0.787], [-1.673, -5.028, 0.542], [-1.522, -5.524, -0.709], [-1.432, -4.668, -1.840], [-1.513, -3.312, -1.582], [2.276, 1.499, -1.862], [0.531, 2.221, -3.303], [0.697, 1.465, -4.371], [1.259, 0.129, -4.412], [2.293, -0.306, -3.633], [2.942, 0.519, -2.601], [4.428, 0.337, -2.545], [2.623, -3.143, 1.359], [1.743, -3.609, 0.195], [3.652, -3.971, 1.831], [6.636, -4.189, 3.055], [5.435, -5.505, 3.012], [5.591, -4.496, 4.427], [5.121, -1.921, 4.034], [4.515, 0.198, 3.794], [2.830, 0.338, 4.096], [3.456, 0.722, 2.478], [-1.669, -3.359, 1.827], [-1.741, -5.714, 1.369], [-1.460, -6.634, -0.873], [-1.413, -5.149, -2.827], [-1.460, -2.710, -2.470], [0.095, 3.202, -3.314], [0.358, 1.755, -5.331], [0.867, -0.463, -5.236], [2.863, -1.192, -3.927], [4.923, 1.126, -3.146], [4.710, -0.624, -2.933], [4.789, 0.429, -1.544], [1.368, -2.742, -0.379], [0.857, -4.097, 0.584], [2.335, -4.299, -0.432], [3.788, -4.915, 1.319]],
  "mulliken_spin": [2.029, 0.003, -0.048, 0.041, 0.171, 0.115, 0.001, 0.308, 0.001, 0.079, -0.040, 0.075, 0.007, 0.006, -0.003, 0.032, -0.076, 0.042, 0.000, 0.006, 0.000, 0.011, -0.054, -0.001, -0.003, -0.006, 0.014, -0.001, -0.005, 0.042, -0.003, 0.001, -0.005, 0.000, 0.000, 0.000, -0.001, 0.000, 0.000, 0.000, -0.002, 0.000, -0.003, 0.004, -0.004, -0.002, 0.004, 0.012, 0.003, -0.047, -0.031, 0.022, 0.001, -0.001, 0.001, 0.001, 0.002, -0.017, 0.053, -0.024, 0.159, -0.079, 0.173, 0.000, -0.002, 0.002, 0.005, 0.000, 0.000, 0.000, 0.000, 0.000, 0.000, 0.002, 0.000, 0.000, 0.000, 0.000, 0.004, 0.000, 0.005, -0.003, 0.005, 0.013, 0.003, 0.002, -0.002, 0.000, 0.000, 0.000],
  "total_charge": 2,
  "spin_multiplicity": 4,
  "gap_ha": [0.23503, 0.18459],
  "s_squared": 3.81
}


(2)
{
  "formula": "C41H42BrGeN3OSW",
  "method": "ωB97M-V/def2-TZVPD",
  "species": ["W", "Br", "C", "C", "C", "C", "C", "C", "C", "C", "C", "C", "H", "H", "H", "H", "H", "H", "C", "C", "N", "H", "H", "H", "O", "S", "N", "C", "Ge", "C", "C", "C", "C", "C", "C", "C", "C", "C", "C", "C", "C", "C", "C", "C", "C", "H", "H", "H", "H", "H", "H", "H", "H", "H", "H", "H", "H", "H", "H", "H", "C", "C", "C", "C", "C", "C", "C", "C", "N", "C", "C", "C", "C", "H", "H", "H", "H", "H", "H", "H", "H", "H", "H", "H", "H", "H", "H", "H", "H", "H", "H"],
  "coordinates": [[-15.257, 13.666, -5.633], [-14.747, 16.332, -4.992], [-15.135, 17.105, -6.593], [-14.789, 18.370, -6.841], [-15.177, 18.935, -8.097], [-15.889, 18.203, -8.987], [-16.219, 16.826, -8.725], [-16.889, 16.024, -9.710], [-17.158, 14.721, -9.394], [-16.696, 14.108, -8.190], [-16.017, 14.824, -7.263], [-15.771, 16.221, -7.528], [-14.292, 18.965, -6.101], [-14.870, 19.930, -8.346], [-16.300, 18.646, -9.877], [-17.220, 16.432, -10.683], [-17.743, 14.131, -10.097], [-16.880, 13.043, -8.061], [-16.505, 9.398, -6.742], [-15.961, 10.661, -6.395], [-15.637, 11.722, -6.204], [-17.491, 9.336, -6.326], [-15.801, 8.609, -6.401], [-16.575, 9.292, -7.822], [-18.660, 11.639, -6.462], [-18.833, 12.325, -5.151], [-17.796, 13.654, -5.266], [-13.199, 13.576, -8.590], [-12.802, 13.446, -6.674], [-11.852, 11.755, -6.451], [-12.233, 10.614, -7.149], [-11.432, 9.471, -7.158], [-10.221, 9.438, -6.456], [-9.895, 10.573, -5.715], [-10.672, 11.700, -5.668], [-11.629, 15.019, -6.372], [-11.291, 15.887, -7.390], [-10.455, 17.006, -7.173], [-9.919, 17.236, -5.951], [-10.225, 16.338, -4.857], [-9.584, 16.507, -3.602], [-9.887, 15.692, -2.546], [-10.887, 14.749, -2.675], [-11.499, 14.574, -3.881], [-11.153, 15.295, -5.047], [-12.255, 13.427, -9.134], [-13.590, 14.617, -8.767], [-13.943, 12.863, -8.906], [-13.086, 10.633, -7.834], [-11.767, 8.650, -7.793], [-9.533, 8.620, -6.474], [-8.934, 10.570, -5.136], [-10.250, 12.549, -5.090], [-11.742, 15.739, -8.376], [-10.271, 17.666, -7.993], [-9.277, 18.057, -5.806], [-8.825, 17.281, -3.468], [-9.344, 15.679, -1.615], [-11.139, 14.111, -1.835], [-12.262, 13.860, -4.026], [-12.642, 13.236, 0.277], [-13.171, 12.778, -1.063], [-12.776, 11.517, -1.512], [-13.311, 10.944, -2.640], [-12.853, 9.650, -3.181], [-14.317, 11.670, -3.331], [-14.655, 12.977, -2.938], [-13.966, 13.555, -1.883], [-15.671, 13.663, -3.658], [-16.869, 13.991, -2.921], [-17.851, 14.456, -4.010], [-16.768, 15.178, -1.960], [-17.342, 12.818, -2.086], [-12.752, 14.318, 0.340], [-11.559, 13.059, 0.301], [-13.116, 12.767, 1.118], [-12.060, 10.962, -0.922], [-13.652, 8.890, -3.323], [-12.061, 9.241, -2.549], [-12.414, 9.776, -4.173], [-14.938, 11.136, -4.018], [-14.135, 14.641, -1.616], [-17.470, 15.443, -4.273], [-18.860, 14.572, -3.627], [-18.142, 14.181, -6.060], [-16.539, 16.124, -2.471], [-15.958, 14.946, -1.268], [-17.630, 15.247, -1.319], [-17.469, 11.874, -2.658], [-18.268, 13.056, -1.579], [-16.564, 12.647, -1.333]],
  "mulliken_spin": [1.491, 0.016, -0.012, 0.004, -0.006, 0.007, -0.009, 0.022, -0.010, 0.036, 0.076, -0.054, 0.001, 0.000, 0.000, 0.001, 0.001, 0.002, -0.011, 0.183, 0.067, 0.007, 0.003, 0.005, 0.336, 0.611, 0.036, 0.010, 0.003, -0.017, -0.007, 0.004, -0.002, 0.001, -0.009, 0.023, -0.007, 0.001, 0.000, 0.002, 0.001, 0.001, 0.005, 0.018, -0.008, -0.001, 0.001, -0.004, -0.004, 0.000, 0.000, 0.000, 0.001, 0.001, 0.000, 0.000, 0.000, 0.000, 0.000, -0.022, -0.001, 0.004, -0.002, 0.011, -0.001, -0.023, 0.034, -0.034, 0.182, -0.039, 0.036, 0.020, 0.022, 0.000, 0.000, 0.000, 0.000, 0.000, 0.000, 0.000, 0.007, 0.000, -0.009, -0.007, 0.020, 0.001, -0.005, 0.001, -0.006, -0.001, 0.000],
  "total_charge": 1,
  "spin_multiplicity": 4,
  "gap_ha": [0.24467, 0.21659],
  "e_above_lowest_kcal_mol": 0.0,
  "s_squared": 3.77
}


Number 1: M 798.36 g mol⁻¹. Number 2: M 961.23 g mol⁻¹.